The following is a DFT calculation (ωB97M-V/def2-TZVPD) of a structure of composition C33H41N7P2S2Ti at a distorted geometry.

- Energy above the lowest of the compared OMol25 structures with the same formula, charge and spin: 0.00 kcal per mole
- F_max: 1.44 eV/Å
- Net charge: +4

```
86
C33H41N7P2S2Ti ωB97M-V/def2-TZVPD
Ti -0.23022 -0.33625 -0.22936
C -2.35708 -2.40311 -1.08744
C -3.00986 -1.44958 -0.10872
N -2.41416 -0.07168 -0.23073
C -2.99511 0.78163 -1.31702
C -2.46147 0.47259 -2.70133
S -0.65114 0.21036 -2.69226
C -0.48744 -1.47860 -3.38482
C -0.21176 -2.56647 -2.34821
N -0.86243 -2.27005 -1.03408
H -2.64221 -3.43180 -0.86388
H -2.67321 -2.20363 -2.10798
H -4.08506 -1.40759 -0.29474
H -2.86687 -1.78534 0.92059
H -2.67902 0.41988 0.62337
H -4.08386 0.68939 -1.31037
H -2.75533 1.81078 -1.04841
H -2.92178 -0.40140 -3.15544
H -2.66127 1.31676 -3.36114
H -1.39483 -1.65622 -3.95968
H 0.33092 -1.44097 -4.10275
H -0.56158 -3.53195 -2.72108
H 0.85821 -2.66019 -2.16682
H -0.52760 -2.97557 -0.37650
C 5.05063 -0.19569 3.47281
C 3.64676 -0.65271 3.26609
N 3.20684 -1.73551 3.82083
N 1.92948 -1.84921 3.40434
C 1.54245 -0.87924 2.60656
S -0.12851 -0.86641 2.06898
N 2.63294 -0.06123 2.45878
N 1.64303 -0.20442 -0.56366
H 5.31719 -0.42024 4.50476
H 5.19447 0.86289 3.29101
H 5.71583 -0.76332 2.82167
H 1.36445 -2.62514 3.73425
H 2.02045 0.45320 -1.24537
H 2.20059 -1.05533 -0.65110
N 1.34507 2.26997 1.45790
P -0.09036 2.12218 0.44777
C -1.27622 2.85038 1.57697
C -2.14308 2.09711 2.37480
C -2.99420 2.72336 3.27173
C -2.97621 4.10828 3.39001
C -2.10349 4.86676 2.61946
C -1.26092 4.24669 1.71014
C 0.11714 3.20259 -0.95324
C -0.97177 3.91956 -1.45957
C -0.81618 4.67986 -2.61077
C 0.41442 4.72819 -3.25319
C 1.49809 4.01350 -2.75432
C 1.35091 3.24772 -1.60926
P 2.78010 1.61628 1.91226
C 3.21419 2.50845 3.36694
C 4.41300 3.22103 3.46142
C 4.70483 3.91421 4.62625
C 3.81539 3.89162 5.69195
C 2.62187 3.17552 5.60395
C 2.31537 2.48576 4.44729
C 4.00476 1.61681 0.66281
C 4.66109 0.46750 0.20553
C 5.69465 0.58613 -0.70712
C 6.07502 1.84451 -1.16428
C 5.41511 2.98740 -0.72749
C 4.37755 2.88434 0.18448
H 1.18581 3.04833 2.10011
H -2.13176 1.01340 2.36374
H -3.66380 2.13427 3.88353
H -3.64322 4.59640 4.08845
H -2.09015 5.94396 2.71717
H -0.61200 4.85684 1.09202
H -1.92775 3.92383 -0.94932
H -1.65000 5.25234 -2.99444
H 0.53403 5.33614 -4.14033
H 2.45622 4.06258 -3.25421
H 2.20838 2.71243 -1.21878
H 5.12588 3.23794 2.64671
H 5.63160 4.46673 4.69979
H 4.05197 4.43212 6.59899
H 1.94058 3.15716 6.44360
H 1.37918 1.93685 4.39403
H 4.37622 -0.51468 0.55770
H 6.21192 -0.29602 -1.06002
H 6.89407 1.93430 -1.86612
H 5.71528 3.96087 -1.09187
H 3.87295 3.78260 0.52268
```